91
Properties=species:S:1:pos:R:3:forces:R:3 method="wB97M-V/def2-TZVPD" s2=2.050 energy_ha=-3980.72856 gap_ev="6.61 / 6.43" spin_multiplicity=3 e_above_lowest_ev=0.000
Co -0.96095 1.30883 1.04388 -0.0923 -0.8755 0.2295
N -1.42718 4.88989 3.27865 0.0647 -0.2628 0.2265
C -1.43185 3.81740 2.43803 0.1901 0.8329 0.6861
S -1.10257 2.21943 3.08837 -0.3893 0.8525 -0.1650
N -1.67662 4.14473 1.18484 0.0367 -0.5249 0.3265
N -1.64497 3.02708 0.41477 0.1563 -0.8140 -0.4000
C -2.28778 2.98427 -0.69756 0.2259 -0.7739 -0.6262
C -3.19606 4.04143 -1.15556 0.1193 0.3026 0.3010
C -4.53143 3.71859 -1.38035 -0.0867 -0.1482 -0.1575
C -5.44183 4.72654 -1.65980 0.3260 0.2091 -0.0829
C -5.00047 6.04527 -1.69854 -0.3170 0.0759 0.0808
C -3.67373 6.36914 -1.44908 -0.2117 0.2533 -0.1270
C -2.76485 5.36907 -1.18074 -0.1498 -0.2570 -0.1779
C -2.15171 1.69928 -1.46472 -0.0086 0.6329 0.2024
C -2.66433 1.51104 -2.73952 0.1126 0.1747 0.1493
C -2.53523 0.26760 -3.34509 -0.3189 -0.0561 -0.1440
C -1.96316 -0.77230 -2.64611 0.3184 0.5785 0.6986
C -1.46453 -0.49131 -1.36597 -0.0371 0.1417 -0.6723
N -1.49660 0.71468 -0.81219 -0.3912 0.1595 0.0861
H -1.38740 4.76771 4.28031 0.0407 -0.0312 -0.3619
H -1.62559 5.80424 2.89282 -0.0476 -0.3392 0.1321
H -4.85682 2.67524 -1.33570 0.1071 0.3503 0.0451
H -6.47498 4.48454 -1.85096 -0.1335 0.0136 0.0124
H -5.70045 6.84840 -1.89639 -0.0487 -0.0837 -0.0353
H -3.37870 7.41570 -1.45161 0.0628 -0.2070 -0.0430
H -1.73052 5.59921 -0.98688 0.0866 0.0107 0.0815
H -3.15267 2.32049 -3.26805 0.0527 -0.0044 0.1593
H -2.94523 0.13607 -4.34098 0.1444 -0.1065 0.0445
H -1.82743 -1.76377 -3.03360 -0.1154 -0.2090 -0.1426
H -1.01367 -1.26788 -0.79734 0.3170 -0.4375 0.3588
N 1.28208 1.47959 1.31304 -0.2544 -0.3936 -0.0978
C 2.03179 2.71310 1.50839 0.0989 0.0369 0.2863
C 2.40638 3.36852 0.19834 0.2333 -0.0660 -0.2457
N 1.22948 3.61665 -0.63810 0.3426 -0.0299 -0.0831
H 1.14397 0.99808 2.19676 0.1260 0.0528 0.0529
H 1.82637 0.83525 0.75553 0.0378 -0.1804 -0.2012
H 2.94208 2.54469 2.10116 0.0141 -0.0038 -0.1710
H 1.41856 3.37813 2.10965 -0.2100 0.2205 0.0390
H 3.07752 2.69310 -0.35575 -0.1338 0.1153 0.0690
H 3.00300 4.26646 0.43408 -0.1747 -0.0860 -0.0641
H 1.48919 4.14043 -1.46546 -0.0005 -0.0309 0.0158
H 0.55027 4.16765 -0.13409 -0.1492 0.1378 0.1598
C 7.53785 -4.41772 0.76316 -0.1524 0.0624 0.0386
C 6.10423 -3.93975 0.83733 0.1437 -0.0785 0.0580
C 5.05402 -4.78529 0.53074 0.0490 0.0912 0.0268
C 3.72548 -4.37125 0.57771 0.2630 -0.2034 -0.0621
C 2.69900 -5.42743 0.24159 0.2164 0.3524 -0.4194
C 3.43981 -3.04831 0.94089 -0.1261 0.2201 0.1370
Te 1.38496 -2.50220 1.17353 0.2458 -0.3072 -0.1974
N -0.81854 -0.52446 1.83776 -0.2881 0.1005 -0.5704
C -1.59476 -1.55416 1.53939 -1.4468 0.3267 -0.1144
O -1.30152 -2.69213 1.10720 0.6982 0.7168 0.1000
C -3.12405 -1.35169 1.71895 0.2615 -0.2931 0.5527
C -3.86410 -2.53631 1.76260 0.6321 -0.0462 -0.1187
C -5.22617 -2.51774 1.93756 -0.1410 0.1300 -0.1323
C -5.88473 -1.30397 2.07460 -0.3864 -0.1977 0.0820
C -5.17054 -0.12212 2.05919 -0.0034 0.2375 0.2975
C -3.78573 -0.14739 1.91227 0.0264 0.0702 -0.3243
C 0.98049 -2.77382 -0.90598 -0.0281 -0.0365 -0.1130
C 0.18291 -3.84699 -1.31533 0.3247 0.1255 0.4491
C -0.06045 -4.09102 -2.65604 -0.1523 0.0022 -0.0093
C 0.48427 -3.24017 -3.60536 -0.1202 -0.2060 -0.2090
C 1.23409 -2.15171 -3.21116 0.1307 0.0963 -0.3369
C 1.48530 -1.89096 -1.87089 -0.0556 0.1082 0.1852
C 2.20303 -0.62274 -1.52385 0.0173 0.3468 0.1521
C 4.48330 -2.17738 1.30596 0.0608 -0.1966 -0.0901
C 4.26950 -0.74932 1.76846 0.4959 -0.1954 -0.1868
C 5.79083 -2.64826 1.23952 0.4177 0.2934 0.0708
H 7.59200 -5.49875 0.63693 -0.0621 0.0041 -0.0035
H 8.09771 -4.15958 1.66109 -0.0349 0.0378 0.0935
H 8.06507 -3.96304 -0.07492 -0.0201 0.0525 -0.1012
H 5.25890 -5.81637 0.28101 0.0884 -0.1307 -0.1050
H 3.15265 -6.40938 0.33809 -0.0561 -0.1331 0.1418
H 2.36512 -5.33854 -0.79800 0.0118 0.0841 0.1080
H 1.82170 -5.34474 0.86628 -0.2421 -0.0864 0.2255
H -3.30508 -3.46110 1.66324 -0.2045 0.0680 -0.0426
H -5.77365 -3.44477 1.94712 -0.1555 -0.1570 0.0831
H -6.96059 -1.30321 2.22627 0.1093 0.1138 -0.0541
H -5.69599 0.81420 2.24195 0.2064 -0.0989 -0.1693
H -3.23319 0.78178 1.93837 0.0265 0.0974 0.0786
H -0.21247 -4.49562 -0.54413 -0.1172 -0.0359 -0.1002
H -0.67636 -4.93239 -2.95349 0.0639 0.0222 0.0119
H 0.31831 -3.41436 -4.66016 -0.0358 -0.0556 -0.0449
H 1.63386 -1.48401 -3.97444 -0.0544 -0.0676 0.1988
H 2.66897 -0.16686 -2.39388 0.0993 -0.1123 -0.1593
H 2.96056 -0.77784 -0.76437 0.1936 -0.0829 0.0848
H 1.51048 0.13351 -1.13436 -0.1069 -0.1603 -0.0086
H 3.33500 -0.61285 2.27691 -0.4801 -0.0103 0.3159
H 4.26990 -0.05700 0.92411 0.0486 0.0345 -0.1013
H 5.07476 -0.44111 2.44264 -0.0831 -0.0612 -0.1123
H 6.61249 -1.98595 1.52548 -0.2212 -0.0722 -0.0498

=====

56
Properties=species:S:1:pos:R:3:forces:R:3 method="wB97M-V/def2-TZVPD" energy_ha=-2262.59487 gap_ev=9.79
C 2.10363 1.08014 -3.64913 4.3224 -0.2975 9.2892
C 2.71903 1.02126 -2.36880 -3.9810 1.0831 -7.6831
O 3.32878 1.16006 -1.00574 -1.8533 -0.7608 -3.4789
S 3.60095 -0.49390 -0.54063 4.4381 -2.2192 -1.0441
O 5.15751 -0.66233 -0.58713 -5.6790 0.9822 1.0665
O 2.97622 -0.73564 1.02599 1.9253 0.5357 0.1174
C 3.84613 -1.57876 1.85836 0.9511 -3.5896 -0.9590
C 3.97636 -3.16563 1.05512 -2.6631 -2.2041 0.8150
C 2.93620 -4.38284 1.72678 -1.1048 2.6269 -5.1601
O 2.70315 -3.63661 0.27989 4.3040 1.1037 2.7858
H 1.57059 1.11643 -4.71622 1.5711 -0.1598 3.0009
H 3.34557 -1.92188 2.85847 0.7131 1.5092 -1.9803
H 4.95376 -1.21500 1.95446 -2.3888 -0.3475 -0.1089
H 5.11244 -3.52471 0.66225 -3.5770 1.0023 0.9548
H 3.04683 -5.46211 1.28005 0.0959 2.0150 1.8454
H 1.86437 -3.99191 2.07715 2.8437 -1.3175 0.4574
C -2.23477 1.14671 -3.60281 -0.3997 0.4148 1.1068
C -2.28044 -0.27689 -4.05476 -0.3555 -0.9012 0.6597
O -1.99372 -0.18869 -5.43756 0.4684 0.8655 -0.4412
C -1.30588 0.97524 -5.62683 0.9625 0.5690 -2.0731
O -0.75446 1.28771 -6.66893 -1.0813 -0.6866 2.3360
O -1.31488 1.74283 -4.49803 0.2371 -0.4493 -0.9608
H -1.88957 1.24484 -2.56993 0.0251 0.0980 -0.2538
H -3.20255 1.64894 -3.70405 0.0730 -0.0322 -0.0129
H -1.51396 -0.89325 -3.57319 -0.0716 0.0703 -0.0276
H -3.25976 -0.73455 -3.89005 0.1950 0.0143 -0.1993
C -0.12883 -1.63510 2.30640 0.8033 0.7809 -0.3410
C -1.36673 -1.19763 3.01999 -0.1276 1.2311 0.5782
O -2.28952 -2.23160 2.73452 0.4731 -1.0996 -0.3135
C -1.55821 -3.34617 2.44027 -1.2391 -2.1099 -0.1827
O -2.02839 -4.46421 2.31137 1.0865 2.4202 0.2538
O -0.23279 -3.04652 2.31018 -0.7658 -0.5387 0.1481
H 0.78244 -1.31215 2.81723 -0.0846 -0.1993 -0.1130
H -0.09843 -1.28569 1.26906 -0.0128 -0.0338 0.1107
H -1.22560 -1.13891 4.10439 0.0200 -0.0993 -0.0552
H -1.73803 -0.23523 2.65727 -0.0266 -0.4075 0.1133
C -6.18643 0.03411 -0.09336 -1.1510 0.1867 0.1704
C -5.47949 -0.22586 -1.38396 -0.5569 -0.2349 -1.0509
O -4.12788 0.05979 -1.07794 0.4226 0.0366 0.8555
C -3.98635 -0.08963 0.27162 1.9372 -0.0683 1.4146
O -2.91600 -0.08609 0.85645 -2.4292 0.1296 -1.5979
O -5.19819 -0.24444 0.88068 1.1869 0.0375 -0.3630
H -7.05741 -0.61294 0.04205 0.2309 0.0807 0.1452
H -6.49930 1.07847 0.00917 0.0439 -0.0877 -0.0153
H -5.55726 -1.27150 -1.70003 0.0118 0.0817 0.0554
H -5.83860 0.41735 -2.19203 0.2280 -0.0620 0.0997
C 2.82307 3.64756 1.17154 0.1712 -0.5761 -1.0179
C 3.89484 4.18965 2.06061 1.1017 -0.0768 -0.1476
O 3.18911 5.05225 2.93238 -0.9568 -0.0897 0.1154
C 1.89366 4.62212 2.95348 -1.8280 0.8810 1.6588
O 1.04505 5.03005 3.72881 1.9287 -0.9408 -1.7627
O 1.67231 3.67577 1.99488 -0.0296 0.5760 0.8361
H 3.03547 2.62845 0.83698 -0.2364 0.2313 0.1040
H 2.64651 4.28041 0.29552 0.0244 -0.0530 0.0693
H 4.38121 3.40796 2.65366 -0.0491 0.0512 -0.0437
H 4.65819 4.74029 1.50406 -0.1474 0.0282 0.2241